1.
This record from the Open Molecules 2025 dataset describes a single C7H12 molecule. The level of theory is the ωB97M-V functional and the def2-TZVPD basis.

Each line ends with the natural charge from an NBO analysis.
Geometry (Å):
C1 -2.512 0.331 0.113  -0.606
C2 -1.226 -0.474 -0.007  -0.198
C3 -0.248 -0.055 -1.141  -0.399
C4 0.870 -0.014 -0.106  -0.047
C5 2.208 -0.668 -0.257  -0.412
C6 2.102 0.778 0.152  -0.418
C7 -0.100 -0.172 1.050  -0.400
H1 -3.214 0.146 -0.711  0.209
H2 -2.285 1.405 0.112  0.200
H3 -3.031 0.098 1.050  0.209
H4 -1.436 -1.549 -0.030  0.201
H5 -0.091 -0.792 -1.935  0.207
H6 -0.502 0.911 -1.593  0.202
H7 2.465 -0.886 -1.295  0.211
H8 2.589 -1.397 0.453  0.208
H9 2.499 1.589 -0.459  0.219
H10 2.061 0.895 1.249  0.210
H11 -0.283 0.789 1.553  0.197
H12 0.134 -0.936 1.802  0.206

Summary:
**Gap between HOMO and LUMO**: 10.81 eV
**Energy relative to the best compared isomer or geometry (same formula, charge and spin)**: 151.00 kJ/mol
**HOMO level**: -9.660 eV

=====

2.
This record from the Open Molecules 2025 dataset describes a molecular structure, C20H17N8OPd. The level of theory is the ωB97M-V functional and the def2-TZVPD basis.

Each line ends with the Mulliken spin population.
Geometry (Å):
Pd1 11.037 9.210 9.913  1.494
C1 10.802 13.162 11.723  0.008
C2 10.863 11.679 11.575  0.063
N1 11.651 11.130 10.624  0.032
N2 12.515 11.897 9.974  0.558
C3 13.318 11.337 9.013  -0.032
O1 13.083 10.242 8.536  0.194
C4 14.240 12.432 8.515  0.056
C5 14.090 13.747 8.795  0.247
C6 15.155 14.571 8.273  0.140
C7 16.151 14.016 7.454  0.005
C8 16.282 12.736 7.199  0.270
C9 15.163 11.920 7.699  0.230
C10 9.770 10.775 12.163  0.148
C11 8.760 11.184 13.022  0.062
C12 7.769 10.309 13.375  -0.018
C13 7.752 9.014 12.943  0.053
C14 8.921 8.662 12.258  0.018
N3 9.862 9.510 11.768  0.141
H1 10.551 13.820 10.864  0.012
H2 11.793 13.325 12.030  0.014
H3 10.270 13.527 12.611  0.003
H4 13.037 14.323 9.067  0.001
H5 15.223 15.601 8.587  0.005
H6 16.788 14.647 6.985  0.015
H7 17.325 12.229 7.269  -0.005
H8 15.260 10.822 7.882  0.017
H9 8.705 12.222 13.419  0.003
H10 6.916 10.567 13.978  0.000
H11 7.020 8.301 13.251  0.000
H12 9.019 7.617 12.033  0.008
N4 9.276 5.593 8.598  0.004
C15 9.166 6.908 8.598  0.009
N5 10.245 7.517 8.968  0.059
C16 11.182 6.404 9.043  0.006
N6 10.558 5.320 8.850  0.000
C17 12.551 6.737 9.661  0.014
C18 13.638 5.851 9.206  0.010
N7 14.896 6.227 9.527  -0.002
C19 15.144 7.235 10.293  0.011
C20 14.020 7.974 10.716  0.003
N8 12.689 7.847 10.344  0.131
H13 8.571 4.946 8.299  0.000
H14 8.217 7.395 8.450  0.004
H15 13.480 4.945 8.558  0.002
H16 16.150 7.337 10.648  0.001
H17 14.222 8.833 11.409  0.003

Summary:
**⟨S²⟩**: 6.0516
**Gap between HOMO and LUMO (alpha / beta)**: 7.49 / 4.83 eV
**Energy relative to the best compared isomer or geometry (same formula, charge and spin)**: 161.08 kJ/mol
**2S+1**: 5
**HOMO level (alpha / beta)**: -17.584 / -17.647 eV
**Net charge**: +3

=====

3.
This record from the Open Molecules 2025 dataset describes 3 unconnected molecules or ions with the total composition C3H3BrO2. The level of theory is the ωB97M-V functional and the def2-TZVPD basis.

Each line ends with the natural charge from an NBO analysis.
Geometry (Å):
C1 1.423 -0.267 -0.852  0.713
C2 -0.177 1.463 -2.638  0.492
C3 2.621 -0.030 -0.966  -0.779
O1 0.307 -0.362 -0.608  -0.470
O2 -1.160 1.876 -2.281  -0.490
Br1 -2.107 1.923 4.144  -0.176
H1 2.962 0.496 -1.783  0.263
H2 3.352 -0.386 -0.260  0.270
H3 -2.362 1.789 2.862  0.176

Summary:
**Gap between HOMO and LUMO**: 10.39 eV
**Energy relative to the best compared isomer or geometry (same formula, charge and spin)**: 117.80 kJ/mol
**HOMO level**: -9.631 eV

=====

4.
This record from the Open Molecules 2025 dataset describes 3 unconnected molecules or ions with the total composition C15H38NO11P2S. The level of theory is the ωB97M-V functional and the def2-TZVPD basis.

Each line ends with the natural charge from an NBO analysis.
Geometry (Å):
C1 0.385 -1.919 -1.113  -0.244
O1 1.070 -2.369 -2.250  -0.554
C2 0.963 -1.500 -3.382  0.074
N1 2.022 -0.524 -3.390  -1.067
S1 3.381 -1.029 -3.970  2.286
C3 4.508 0.283 -3.498  -0.877
O2 3.414 -1.060 -5.439  -1.045
O3 3.922 -2.267 -3.411  -1.023
H1 -0.702 -1.999 -1.278  0.142
H2 0.667 -0.912 -0.781  0.164
H3 0.626 -2.617 -0.307  0.178
H4 -0.011 -0.999 -3.446  0.136
H5 1.069 -2.147 -4.264  0.161
H6 4.795 0.817 -4.401  0.223
H7 5.394 -0.201 -3.088  0.223
H8 4.074 0.929 -2.740  0.233
O4 -1.319 -3.279 2.410  -1.081
P1 -1.737 -4.249 3.423  2.549
O5 -2.275 -3.579 4.767  -0.802
C4 -3.408 -2.702 4.711  -0.069
C5 -4.704 -3.426 4.399  -0.636
O6 -0.439 -4.950 4.049  -0.828
C6 0.873 -4.579 3.609  -0.059
C7 1.425 -3.409 4.399  -0.634
O7 -2.634 -5.547 3.287  -0.801
C8 -3.034 -6.011 1.976  -0.060
C9 -1.853 -6.277 1.064  -0.654
H9 -3.220 -1.912 3.980  0.191
H10 -3.469 -2.236 5.694  0.185
H11 -4.725 -3.771 3.363  0.205
H12 -5.552 -2.756 4.539  0.215
H13 -4.824 -4.298 5.042  0.217
H14 0.870 -4.362 2.541  0.197
H15 1.498 -5.461 3.756  0.178
H16 0.669 -2.636 4.535  0.220
H17 2.282 -2.973 3.885  0.219
H18 1.746 -3.730 5.392  0.200
H19 -3.710 -5.281 1.524  0.179
H20 -3.603 -6.924 2.142  0.189
H21 -1.292 -5.363 0.864  0.241
H22 -2.198 -6.674 0.109  0.223
H23 -1.170 -6.994 1.521  0.215
O8 -0.884 5.732 -1.159  -1.104
P2 0.355 4.981 -1.395  2.557
O9 0.479 3.652 -0.547  -0.804
C10 -0.521 2.623 -0.703  -0.068
C11 -0.484 1.958 -2.063  -0.652
O10 1.577 5.802 -0.737  -0.821
C12 1.348 7.020 -0.038  -0.055
C13 1.047 6.781 1.431  -0.633
O11 1.083 4.606 -2.747  -0.788
C14 0.619 5.098 -4.019  -0.058
C15 0.559 6.611 -4.072  -0.651
H24 -1.508 3.051 -0.510  0.177
H25 -0.319 1.896 0.082  0.193
H26 -0.841 2.645 -2.836  0.188
H27 -1.130 1.080 -2.084  0.222
H28 0.529 1.650 -2.333  0.265
H29 0.547 7.590 -0.512  0.185
H30 2.264 7.604 -0.141  0.174
H31 0.352 5.951 1.556  0.224
H32 0.613 7.673 1.885  0.203
H33 1.958 6.528 1.975  0.204
H34 -0.360 4.665 -4.238  0.179
H35 1.316 4.713 -4.760  0.201
H36 -0.160 7.004 -3.352  0.227
H37 0.255 6.939 -5.067  0.214
H38 1.534 7.041 -3.838  0.214

Summary:
**Gap between HOMO and LUMO**: 6.12 eV
**HOMO level**: -3.907 eV
**Net charge**: -1

=====

5.
This record from the Open Molecules 2025 dataset describes a molecular structure, C44H108F3NO18Si2. The level of theory is the ωB97M-V functional and the def2-TZVPD basis.

Each line ends with the Mulliken charge.
Geometry (Å):
C1 -0.155 -3.378 -1.282  0.764
C2 -0.337 -2.353 -0.672  -1.937
Si1 -0.888 -0.914 0.361  1.101
C3 0.265 0.514 -0.002  -0.478
C4 1.150 0.959 1.192  0.241
C5 0.781 2.352 1.707  0.230
O1 1.534 2.595 2.902  -0.455
C6 -0.801 -1.501 2.171  0.202
C7 0.424 -2.258 2.583  0.013
O2 1.136 -1.886 3.473  -0.562
O3 0.696 -3.460 1.950  -0.231
C8 1.911 -3.574 1.313  0.561
C9 2.741 -2.352 1.018  -0.740
O4 2.264 -4.673 0.998  -0.628
O5 -2.486 -0.552 0.129  -1.434
Si2 -3.096 0.077 -1.309  0.097
C10 -3.551 1.913 -1.159  -0.771
C11 -2.923 2.639 0.046  -0.260
C12 -3.468 2.210 1.414  -0.131
C13 -2.787 3.107 2.492  -1.319
C14 -2.380 2.330 3.742  0.007
O6 -1.237 2.929 4.334  -0.448
C15 -0.815 2.156 5.453  -0.608
C16 -4.724 -0.838 -1.618  -0.984
C17 -5.438 -1.184 -0.290  -0.564
C18 -6.507 -2.240 -0.521  0.902
F1 -5.979 -3.479 -0.483  -0.263
F2 -7.116 -2.115 -1.724  -0.309
F3 -7.492 -2.187 0.402  -0.307
C19 -2.060 -0.169 -2.862  0.238
N1 -2.289 -1.546 -3.421  -0.346
C20 -2.959 -1.494 -4.736  -1.051
H1 0.083 -4.285 -1.794  0.690
H2 0.919 0.212 -0.825  0.891
H3 -0.258 1.401 -0.373  0.705
H4 1.153 0.279 2.047  -0.146
H5 2.188 1.014 0.854  -0.063
H6 -0.286 2.436 1.914  -0.669
H7 1.125 3.082 0.970  0.332
H8 0.906 2.781 3.608  0.240
H9 -0.899 -0.646 2.837  -0.632
H10 -1.673 -2.156 2.277  0.854
H11 2.214 -1.622 0.405  0.039
H12 3.066 -1.897 1.954  0.374
H13 3.638 -2.666 0.492  0.423
H14 -3.255 2.430 -2.077  0.279
H15 -4.637 2.040 -1.092  0.516
H16 -3.157 3.695 -0.052  0.609
H17 -1.834 2.577 0.077  -0.233
H18 -4.542 2.392 1.491  0.602
H19 -3.213 1.175 1.639  -0.025
H20 -3.386 3.992 2.707  0.522
H21 -1.854 3.477 2.055  0.497
H22 -2.110 1.309 3.439  -0.337
H23 -3.222 2.309 4.446  0.526
H24 0.146 2.542 5.788  0.315
H25 -1.549 2.234 6.258  0.260
H26 -0.701 1.097 5.190  0.223
H27 -5.379 -0.248 -2.261  0.530
H28 -4.523 -1.785 -2.125  0.496
H29 -5.888 -0.286 0.133  0.235
H30 -4.734 -1.636 0.407  0.055
H31 -2.465 0.527 -3.601  -0.476
H32 -0.999 0.076 -2.791  0.473
H33 -1.355 -1.884 -3.616  0.322
H34 -3.446 -2.459 -4.905  0.345
H35 -3.741 -0.736 -4.767  0.301
H36 -2.227 -1.357 -5.538  0.370
C21 -1.571 -6.837 0.590  -0.903
C22 -0.398 -7.675 0.115  -0.248
O7 0.413 -6.953 -0.807  -0.412
H37 -2.182 -6.524 -0.258  0.274
H38 -2.198 -7.398 1.286  0.379
H39 -1.218 -5.933 1.092  0.102
H40 -0.748 -8.567 -0.403  0.307
H41 0.215 -7.987 0.967  0.305
H42 0.739 -6.168 -0.352  0.203
C23 5.267 1.088 3.216  -0.820
C24 5.621 2.364 2.475  -0.102
O8 4.499 2.877 1.768  -0.475
H43 4.902 0.336 2.515  0.009
H44 6.134 0.686 3.745  0.408
H45 4.472 1.271 3.941  0.335
H46 6.400 2.172 1.737  0.083
H47 5.989 3.124 3.173  0.320
H48 3.802 3.058 2.410  0.256
C25 2.752 -9.892 -2.631  -0.792
C26 3.514 -8.707 -3.194  -0.220
O9 2.627 -7.776 -3.802  -0.526
H49 2.188 -10.391 -3.420  0.266
H50 3.426 -10.617 -2.171  0.313
H51 2.031 -9.559 -1.880  0.140
H52 4.216 -9.031 -3.962  0.297
H53 4.079 -8.203 -2.402  0.233
H54 2.016 -7.478 -3.119  0.278
C27 -1.607 2.703 -7.201  -1.225
C28 -1.938 2.343 -5.767  0.316
O10 -0.887 1.606 -5.143  -0.478
H55 -1.413 1.801 -7.783  0.284
H56 -2.424 3.248 -7.669  0.308
H57 -0.704 3.319 -7.244  0.381
H58 -2.827 1.712 -5.728  0.235
H59 -2.134 3.248 -5.181  -0.112
H60 -0.097 2.156 -5.159  0.286
C29 -3.283 6.111 -3.654  -0.829
C30 -3.528 5.738 -2.204  -0.294
O11 -2.447 4.980 -1.662  -0.370
H61 -3.138 5.214 -4.257  -0.005
H62 -4.123 6.675 -4.061  0.360
H63 -2.380 6.719 -3.749  0.323
H64 -4.418 5.116 -2.114  0.253
H65 -3.675 6.638 -1.598  0.374
H66 -1.650 5.518 -1.725  0.210
C31 6.845 0.765 -1.068  -0.159
C32 5.503 0.663 -1.767  -0.526
O12 4.439 1.090 -0.920  -0.371
H67 6.846 0.161 -0.159  0.245
H68 7.649 0.421 -1.715  -0.220
H69 7.047 1.799 -0.772  0.223
H70 5.295 -0.370 -2.042  0.303
H71 5.501 1.269 -2.680  0.256
H72 4.604 2.005 -0.666  0.204
C33 10.638 -1.083 -4.200  -1.274
C34 9.731 -0.579 -3.094  0.056
O13 8.915 -1.632 -2.572  -0.529
H73 10.050 -1.516 -5.010  0.327
H74 11.251 -0.275 -4.604  0.346
H75 11.303 -1.866 -3.826  0.325
H76 9.058 0.190 -3.476  0.282
H77 10.315 -0.147 -2.278  0.190
H78 9.504 -2.308 -2.224  0.303
C35 -5.795 2.203 -10.551  -1.055
C36 -4.814 3.334 -10.302  -0.231
O14 -3.594 2.857 -9.737  -0.438
H79 -6.011 1.677 -9.621  0.280
H80 -6.730 2.579 -10.967  0.332
H81 -5.375 1.474 -11.248  0.334
H82 -5.228 4.049 -9.593  0.280
H83 -4.597 3.864 -11.235  0.254
H84 -3.209 2.232 -10.358  0.258
C37 -1.661 4.201 10.306  -0.966
C38 -2.007 3.179 9.241  -0.131
O15 -0.835 2.586 8.685  -0.492
H85 -1.028 4.986 9.887  0.356
H86 -2.562 4.660 10.718  0.319
H87 -1.107 3.733 11.121  0.129
H88 -2.544 3.646 8.415  0.299
H89 -2.643 2.391 9.660  0.226
H90 -0.358 2.159 9.402  0.285
C39 11.068 3.289 0.497  -1.093
C40 10.753 2.529 -0.778  -0.072
O16 11.078 1.145 -0.658  -0.533
H91 12.125 3.189 0.747  0.287
H92 10.831 4.348 0.390  0.353
H93 10.494 2.889 1.336  0.305
H94 11.340 2.916 -1.609  0.316
H95 9.692 2.629 -1.030  0.111
H96 10.557 0.784 0.066  0.292
C41 -3.142 2.764 14.715  -1.103
C42 -2.527 2.266 13.421  -0.115
O17 -1.239 2.835 13.198  -0.509
H97 -3.227 3.851 14.700  0.303
H98 -4.133 2.336 14.869  0.321
H99 -2.514 2.498 15.569  0.325
H100 -3.145 2.549 12.570  0.233
H101 -2.442 1.174 13.435  0.269
H102 -0.675 2.585 13.936  0.282
C43 -8.661 -5.244 -2.571  -0.744
C44 -7.421 -5.803 -3.241  -0.211
O18 -7.054 -5.035 -4.385  -0.522
H103 -9.497 -5.224 -3.271  0.304
H104 -8.943 -5.841 -1.703  0.299
H105 -8.486 -4.217 -2.245  0.066
H106 -7.596 -6.821 -3.588  0.316
H107 -6.582 -5.821 -2.537  0.207
H108 -6.883 -4.136 -4.086  0.291

Summary:
**Gap between HOMO and LUMO**: 8.86 eV
**HOMO level**: -8.454 eV

=====

6.
This record from the Open Molecules 2025 dataset describes a molecular structure, C5H9B. The level of theory is the ωB97M-V functional and the def2-TZVPD basis.

Each line ends with the natural charge from an NBO analysis.
Geometry (Å):
B1 0.082 0.660 -0.010  0.717
C1 1.325 -0.177 0.269  -0.532
C2 1.238 -1.471 0.215  -0.126
C3 -1.115 -0.293 0.328  -0.691
C4 -0.129 -2.003 -0.206  -0.356
C5 -0.095 2.097 -0.489  -0.993
H1 2.171 0.276 0.631  0.204
H2 2.026 -2.195 0.376  0.202
H3 -0.904 -0.493 1.383  0.236
H4 -2.116 -0.087 -0.025  0.214
H5 -0.151 -1.987 -1.304  0.216
H6 -0.482 -2.794 0.291  0.189
H7 0.776 2.777 -0.896  0.227
H8 -0.461 2.671 0.307  0.249
H9 -0.861 2.256 -1.365  0.244

Summary:
**Gap between HOMO and LUMO**: 10.39 eV
**Energy relative to the best compared isomer or geometry (same formula, charge and spin)**: 181.65 kJ/mol
**HOMO level**: -9.688 eV

=====

Max |F|, record by record: 0.0235 0.1090 0.1115 0.0726 0.0258 0.1314 hartree/bohr